(1)
Below is an isolated ion of composition C5H4ClO2 and charge -1 in a non-equilibrium geometry, with properties calculated with ωB97M-V/def2-TZVPD.

XYZ file:
```
12
C5H4ClO2 | the Open Molecules 2025 dataset | ωB97M-V/def2-TZVPD
O 3.97204 -1.14239 1.13346
C 3.57468 -0.97957 -0.03682
O 3.93179 -1.55478 -1.08436
C 2.61498 0.19252 -0.17596
Cl 3.32158 1.80868 -0.05948
C 1.25445 0.15449 0.00724
C -0.03361 0.89563 -0.02065
C 0.07423 -0.65518 -0.00071
H -0.29014 1.11613 1.09754
H -0.31304 1.33017 -0.94484
H -0.00416 -1.18317 -0.88926
H -0.26902 -1.02656 1.07469
```

Computed properties:
Kohn-Sham gap: 7.75 eV
M: 131.54 g/mol
LUMO energy: 3.6 eV
Net charge: -1
HOMO: -4.175 eV
Energy above the lowest of the compared OMol25 structures with the same formula, charge and spin: 107.1 kJ/mol
Electronic energy: -21866.236 eV
SMILES: O=C([O-])C(Cl)=C1CC1
Maximum force: 3.99 eV/A

In elementary charge units, the Mulliken charges are:
1 O -0.683
2 C 0.395
3 O -0.695
4 C 0.490
5 Cl -0.281
6 C -0.111
7 C -0.511
8 C -0.515
9 H 0.189
10 H 0.289
11 H 0.284
12 H 0.148

=====

(2)
Below is C3H5LaO4 as an isolated structure in a non-equilibrium geometry, with properties calculated with ωB97M-V/def2-TZVPD.

XYZ file:
```
13
C3H5LaO4 | the Open Molecules 2025 dataset | ωB97M-V/def2-TZVPD
O -0.13604 1.38338 -0.73920
C 1.14379 -0.52547 0.48846
C -1.27204 0.83991 -0.10530
O 1.84951 -0.00778 1.39665
O -0.02994 -1.06210 0.80970
C -1.18354 -0.66832 0.04687
H -2.15187 1.07448 -0.72101
H -1.39182 1.28509 0.89832
H -1.14041 -1.15343 -0.93879
H -2.03734 -1.03860 0.62434
La 4.21939 -0.07957 0.14494
O 1.66678 -0.70632 -0.68489
H 0.46352 0.65874 -1.22010
```

Computed properties:
Kohn-Sham gap (spin up / spin down): 5.84 / 7.34 eV
M: 243.97 g/mol
2S+1: 2
LUMO energy (spin up / spin down): -5.6 / -5.6 eV
Net charge: +1
HOMO (spin up / spin down): -11.414 / -12.914 eV
⟨S²⟩: 0.751
Energy above the lowest of the compared OMol25 structures with the same formula, charge and spin: 85.4 kJ/mol
Electronic energy: -12233.076 eV
Maximum force: 3.43 eV/A

In elementary charge units, the Mulliken charges are:
1 O -0.532
2 C 1.183
3 C -0.293
4 O -0.813
5 O -0.293
6 C -0.502
7 H 0.312
8 H 0.287
9 H 0.310
10 H 0.322
11 La 1.579
12 O -0.918
13 H 0.359

=====

(3)
Below is an isolated ion of composition C5H12NO and charge +2 in a non-equilibrium geometry, with properties calculated with ωB97M-V/def2-TZVPD.

XYZ file:
```
19
C5H12NO | the Open Molecules 2025 dataset | ωB97M-V/def2-TZVPD
O -1.50525 2.15820 1.71189
C -1.17680 0.93486 1.61891
C -0.89772 0.32081 0.21766
C 0.34508 -0.58577 0.36051
C 0.18816 -1.92694 -0.50732
C 1.70225 0.07141 -0.13499
N -0.77305 1.23164 -0.95184
H -1.12020 0.24503 2.52417
H -1.70233 -0.33573 0.11159
H 0.52278 -0.84891 1.43944
H 0.93406 -1.97410 -1.29820
H -0.81036 -1.84089 -0.85486
H 0.74540 -2.56406 0.24545
H 1.85091 0.91076 0.54352
H 1.58929 0.53616 -1.22599
H 2.39607 -0.71679 0.03083
H -1.59775 1.82507 -1.14269
H 0.02784 1.91902 -0.79090
H -0.71837 0.64024 -1.89719
```

Computed properties:
Kohn-Sham gap (spin up / spin down): 8.65 / 4.81 eV
M: 102.16 g/mol
2S+1: 2
LUMO energy (spin up / spin down): -10.9 / -14.4 eV
Net charge: +2
HOMO (spin up / spin down): -19.531 / -19.256 eV
⟨S²⟩: 0.761
Energy above the lowest of the compared OMol25 structures with the same formula, charge and spin: 397.5 kJ/mol
Electronic energy: -8893.541 eV
Maximum force: 5.23 eV/A

In elementary charge units, the Mulliken charges are:
1 O -0.072
2 C -0.024
3 C -0.019
4 C 0.080
5 C -1.142
6 C -1.444
7 N -0.343
8 H 0.451
9 H 0.424
10 H 0.453
11 H 0.383
12 H 0.387
13 H 0.397
14 H 0.427
15 H 0.332
16 H 0.462
17 H 0.417
18 H 0.405
19 H 0.427

=====

(4)
Below is C11H17BEuN6O as an isolated structure in a non-equilibrium geometry, with properties calculated with ωB97M-V/def2-TZVPD.

XYZ file:
```
37
C11H17BEuN6O | the Open Molecules 2025 dataset | ωB97M-V/def2-TZVPD
C 3.29859 0.30062 -0.20623
N 2.03734 0.38760 -0.60742
N 1.95215 0.11601 -1.98903
C 3.20835 -0.07265 -2.41478
C 4.08712 0.02977 -1.33212
B 0.60501 0.16918 -2.83501
N -0.45820 -0.98652 -2.57145
N -1.23299 -1.10626 -1.39408
C -2.05149 -2.14524 -1.49486
C -1.88229 -2.69670 -2.76921
C -0.88814 -1.94380 -3.40102
Eu -0.02633 -0.03293 0.12401
N -0.09250 1.54151 -2.53879
N -0.51947 1.78351 -1.21864
C -1.08024 2.97569 -1.15692
C -1.03550 3.54916 -2.43248
C -0.40754 2.61265 -3.26425
H -1.46304 3.31293 -0.20727
H -0.16311 2.62892 -4.31045
H -1.40891 4.50988 -2.70376
H 0.90680 0.10950 -3.97556
H -0.45504 -2.00663 -4.38120
H 3.37584 -0.25711 -3.45957
H -2.42225 -3.52352 -3.17252
H 5.15054 -0.06546 -1.35016
H -2.69034 -2.38552 -0.65858
H 3.52855 0.45459 0.83729
H -1.78290 -0.68581 1.77965
C -1.98971 -1.47193 2.52587
H -2.82836 -2.06847 2.19951
H -1.09966 -2.09531 2.64980
H -2.22019 -0.97800 3.48000
C 0.03834 0.03097 3.44865
O 0.01804 0.01520 2.09060
H 0.90126 0.60049 3.73321
H 0.16322 -0.98425 3.87523
H -0.85103 0.55732 3.83595
```

Computed properties:
Kohn-Sham gap (spin up / spin down): 8.22 / 3.53 eV
M: 412.07 g/mol
2S+1: 8
LUMO energy (spin up / spin down): -7.5 / -12.1 eV
Net charge: +2
HOMO (spin up / spin down): -15.693 / -15.673 eV
⟨S²⟩: 15.785
Electronic energy: -42658.720 eV
Maximum force: 2.78 eV/A

In elementary charge units, the Mulliken charges are:
1 C -0.093
2 N -0.305
3 N 0.271
4 C 0.022
5 C -0.849
6 B -0.190
7 N 0.033
8 N -0.250
9 C -0.010
10 C -1.108
11 C -0.030
12 Eu 1.566
13 N 0.062
14 N -0.116
15 C -0.144
16 C -0.903
17 C -0.025
18 H 0.509
19 H 0.513
20 H 0.452
21 H -0.020
22 H 0.492
23 H 0.508
24 H 0.426
25 H 0.452
26 H 0.526
27 H 0.551
28 H 0.126
29 C -1.142
30 H 0.312
31 H 0.391
32 H 0.371
33 C -0.785
34 O -0.554
35 H 0.302
36 H 0.309
37 H 0.330

=====

(5)
Below is a 2-piece molecular cluster, C2H6N2O2 overall in a non-equilibrium geometry, with properties calculated with ωB97M-V/def2-TZVPD.

XYZ file:
```
12
C2H6N2O2 | the Open Molecules 2025 dataset | ωB97M-V/def2-TZVPD
H -0.76029 1.54066 -1.16660
N -0.05681 0.81160 -1.19574
C 0.95864 1.02152 -0.44848
N 1.92644 0.11380 -0.28554
H 1.02786 1.90929 0.18551
H 2.48861 0.17620 0.54259
H 2.07402 -0.62128 -0.95360
O -2.67850 -0.37418 1.22127
C -1.73711 -1.08019 1.02810
O -1.19026 -1.36243 -0.16966
H -1.20077 -1.63173 1.82406
H -0.85181 -0.50327 -0.58189
```

Computed properties:
Kohn-Sham gap: 10.77 eV
M: 90.08 g/mol
LUMO energy: 0.6 eV
HOMO: -10.127 eV
Energy above the lowest of the compared OMol25 structures with the same formula, charge and spin: 104.1 kJ/mol
Electronic energy: -9246.239 eV
SMILES: [H]/N=C/N.O=CO
Maximum force: 1.35 eV/A

In elementary charge units, the Mulliken charges are:
1 H 0.256
2 N -0.775
3 C 0.109
4 N -0.349
5 H 0.327
6 H 0.205
7 H 0.242
8 O -0.474
9 C 0.177
10 O -0.470
11 H 0.325
12 H 0.426

=====

(6)
Below is a 11-piece molecular cluster, C15H52O11 overall in a non-equilibrium geometry, with properties calculated with ωB97M-V/def2-TZVPD.

XYZ file:
```
78
C15H52O11 | the Open Molecules 2025 dataset | ωB97M-V/def2-TZVPD
C 10.84991 16.44459 9.95366
C 10.08728 15.50672 10.87736
O 10.93745 14.43514 11.37959
H 11.27427 15.86306 9.15250
H 11.71885 16.83151 10.45698
H 10.18156 17.18830 9.58762
H 9.19878 15.06888 10.40602
H 9.72698 16.13667 11.69160
H 11.74753 14.89062 11.70465
C 15.04600 14.60828 7.33559
C 13.93638 13.65990 7.67503
O 14.19617 12.94942 8.91298
H 15.28233 15.37076 8.11458
H 14.96649 15.19760 6.41430
H 16.00666 14.03720 7.30192
H 13.78076 12.93645 6.83990
H 12.99098 14.24035 7.73956
H 13.44655 12.35222 9.00076
C 8.74983 5.82866 10.80401
C 8.85209 7.38590 10.83285
O 8.94867 7.96793 9.53883
H 9.64458 5.38003 10.44399
H 7.94973 5.53030 10.15649
H 8.55787 5.37608 11.79983
H 9.67189 7.71294 11.50752
H 7.87980 7.70205 11.21061
H 9.92748 7.92100 9.39215
C 6.32404 10.40951 5.41690
C 7.47415 10.69525 6.36562
O 8.13772 11.90630 5.95993
H 5.64519 11.25474 5.42050
H 5.78300 9.52763 5.76359
H 6.69439 10.15026 4.43219
H 8.16394 9.85685 6.33344
H 7.14432 10.66969 7.41117
H 8.65392 12.32048 6.64401
C 8.38468 10.94179 11.44294
O 9.61576 11.63360 11.91128
H 8.54438 10.57428 10.47360
H 8.23817 10.08735 12.07279
H 7.51818 11.56681 11.47791
H 9.87201 12.32707 11.30411
C 9.64586 7.50203 5.66923
O 10.38767 8.37163 6.47965
H 10.16802 7.00041 4.84459
H 9.17438 6.70056 6.27889
H 8.89377 8.13040 5.12844
H 10.62335 8.03437 7.38074
C 16.52405 15.13694 11.06005
O 15.26095 14.99657 10.46026
H 16.79891 14.42029 11.87667
H 17.36121 15.05926 10.30220
H 16.53260 16.13100 11.53237
H 15.13215 14.19231 9.87463
C 12.20819 7.32092 9.85780
O 11.58230 7.26312 8.59063
H 12.78532 6.41890 10.10893
H 12.82611 8.26423 9.89272
H 11.48257 7.40446 10.61632
H 12.22195 6.87404 7.94541
C 12.95525 10.70963 12.75041
O 12.07066 10.47941 11.68096
H 13.43100 11.70482 12.73694
H 12.46240 10.57464 13.74638
H 13.78288 10.07936 12.71763
H 11.14147 10.72320 11.96875
C 14.14296 7.90968 5.82319
O 12.89204 7.21140 5.83256
H 14.46022 8.11306 4.80731
H 13.97537 8.79035 6.48580
H 14.92615 7.24749 6.27184
H 12.16358 7.85918 5.82119
C 10.86064 10.82469 8.48197
O 12.01060 11.27540 9.17296
H 10.03271 11.60734 8.49359
H 11.10536 10.45578 7.49217
H 10.38124 9.92331 8.89928
H 12.17375 10.89022 10.03738
```

Computed properties:
Kohn-Sham gap: 10.15 eV
M: 408.57 g/mol
LUMO energy: 0.6 eV
HOMO: -9.575 eV
Energy above the lowest of the compared OMol25 structures with the same formula, charge and spin: 458.6 kJ/mol
Electronic energy: -38916.469 eV
SMILES: CCO.CCO.CCO.CCO.CO.CO.CO.CO.CO.CO.CO
Maximum force: 2.49 eV/A

In elementary charge units, the Mulliken charges are:
1 C -1.025
2 C -0.208
3 O -0.459
4 H 0.151
5 H 0.353
6 H 0.369
7 H 0.317
8 H 0.277
9 H 0.260
10 C -1.370
11 C 0.189
12 O -0.572
13 H 0.340
14 H 0.377
15 H 0.288
16 H 0.311
17 H 0.074
18 H 0.543
19 C -1.334
20 C -0.144
21 O -0.362
22 H 0.304
23 H 0.336
24 H 0.383
25 H 0.188
26 H 0.448
27 H -0.109
28 C -1.303
29 C 0.698
30 O -0.560
31 H 0.374
32 H 0.345
33 H 0.324
34 H -0.305
35 H 0.201
36 H 0.286
37 C -0.519
38 O -0.566
39 H 0.109
40 H 0.216
41 H 0.392
42 H 0.204
43 C -0.732
44 O -0.543
45 H 0.307
46 H 0.295
47 H 0.182
48 H 0.582
49 C -0.595
50 O -0.378
51 H 0.228
52 H 0.251
53 H 0.232
54 H 0.390
55 C -0.523
56 O -0.575
57 H 0.398
58 H 0.193
59 H 0.117
60 H 0.294
61 C -0.844
62 O -0.347
63 H 0.261
64 H 0.276
65 H 0.357
66 H 0.268
67 C -0.406
68 O -0.554
69 H 0.257
70 H 0.112
71 H 0.214
72 H 0.323
73 C 0.185
74 O -0.369
75 H 0.075
76 H 0.482
77 H -0.464
78 H 0.229

=====

(7)
Below is a 2-piece molecular cluster, C3H6S overall in a non-equilibrium geometry, with properties calculated with ωB97M-V/def2-TZVPD.

XYZ file:
```
10
C3H6S | the Open Molecules 2025 dataset | ωB97M-V/def2-TZVPD
C 2.17070 0.73892 0.21081
C 1.10734 0.75970 -0.86318
C -2.14324 -0.62816 0.09203
S 2.45102 -0.13367 -1.34361
H 2.71395 1.71262 0.26821
H 2.24747 0.12052 1.19310
H -1.65045 -1.46544 0.50855
H -2.89217 -1.06244 -0.58670
H -1.38516 0.04281 -0.38877
H -2.61945 -0.08485 0.90957
```

Computed properties:
Kohn-Sham gap: 9.07 eV
M: 74.15 g/mol
LUMO energy: -0.4 eV
HOMO: -9.452 eV
Energy above the lowest of the compared OMol25 structures with the same formula, charge and spin: 304.3 kJ/mol
Electronic energy: -14039.713 eV
Maximum force: 2.34 eV/A

In elementary charge units, the Mulliken charges are:
1 C -0.308
2 C -0.243
3 C -0.777
4 S -0.003
5 H 0.237
6 H 0.256
7 H 0.243
8 H 0.243
9 H 0.111
10 H 0.240

=====

(8)
Below is C22H23BrN3O3PRu as an isolated structure in a non-equilibrium geometry, with properties calculated with ωB97M-V/def2-TZVPD.

XYZ file:
```
54
C22H23BrN3O3PRu | the Open Molecules 2025 dataset | ωB97M-V/def2-TZVPD
Ru -0.42224 -0.20527 -0.18272
O 0.49969 1.11548 -1.31992
C 1.04709 2.12931 -0.65374
C 1.23607 3.34080 -1.31346
C 1.74562 4.43165 -0.62285
C 2.08709 4.34599 0.71866
C 1.94853 3.13831 1.37916
C 1.44393 2.01837 0.72071
C 1.54316 0.72332 1.37779
N 1.34317 -0.33807 0.67075
N 1.78426 -1.57726 1.02426
C 1.11244 -2.46592 0.34178
O 0.11613 -2.10438 -0.42794
C 1.43987 -3.89285 0.42180
C 2.63751 -4.28818 1.01737
C 2.95876 -5.63182 1.09230
C 2.09212 -6.58665 0.57786
C 0.89909 -6.19613 -0.01598
C 0.57465 -4.85266 -0.09582
H 0.97078 3.41770 -2.35840
H 1.87489 5.36994 -1.14677
H 2.47551 5.21046 1.23809
H 2.25485 3.04441 2.41408
H 1.92557 0.65530 2.39448
H 3.30598 -3.53669 1.41303
H 3.89001 -5.93695 1.54997
H 2.34925 -7.63580 0.63471
H 0.22677 -6.93911 -0.42316
H -0.34457 -4.54201 -0.57347
Br -4.92601 4.77598 0.77819
C -3.58348 3.49337 0.49969
C -3.16655 3.18540 -0.78584
C -2.17658 2.23503 -0.94509
N -1.63282 1.58818 0.08740
C -2.03327 1.89758 1.32567
C -2.99824 2.85165 1.58085
H -3.58668 3.68193 -1.64788
H -1.77193 1.99213 -1.92003
H -1.55692 1.35014 2.12717
H -3.28140 3.08442 2.59665
C -4.82509 -1.33749 0.42813
P -3.18889 -2.03657 0.21342
C -3.02235 -2.50383 -1.50810
C -3.06743 -3.50905 1.22591
O -2.13633 -1.02211 0.63792
H -5.59219 -2.06807 0.17018
H -4.93886 -0.46206 -0.21158
H -4.95714 -1.03485 1.46659
H -3.75015 -3.27711 -1.75868
H -2.01329 -2.86416 -1.70120
H -3.21388 -1.63618 -2.14169
H -3.78754 -4.26308 0.90676
H -3.25982 -3.24672 2.26629
H -2.05783 -3.91490 1.14662
```

Computed properties:
Kohn-Sham gap (spin up / spin down): 6.96 / 7.07 eV
M: 589.39 g/mol
2S+1: 2
LUMO energy (spin up / spin down): -3.5 / -3.8 eV
Net charge: +1
HOMO (spin up / spin down): -10.481 / -10.905 eV
⟨S²⟩: 0.764
Energy above the lowest of the compared OMol25 structures with the same formula, charge and spin: 137.3 kJ/mol
Electronic energy: -115708.485 eV
Maximum force: 1.55 eV/A

In elementary charge units, the Mulliken charges are:
1 Ru 0.806
2 O -0.904
3 C 0.699
4 C -0.342
5 C -0.397
6 C -0.746
7 C -0.722
8 C 0.641
9 C -0.105
10 N 0.530
11 N -1.376
12 C 0.766
13 O -0.794
14 C 0.557
15 C -0.472
16 C -0.671
17 C -0.373
18 C -0.873
19 C -0.115
20 H 0.486
21 H 0.408
22 H 0.424
23 H 0.395
24 H 0.468
25 H 0.470
26 H 0.403
27 H 0.395
28 H 0.411
29 H 0.404
30 Br -0.095
31 C 0.244
32 C -0.721
33 C -0.544
34 N 0.583
35 C -0.421
36 C -0.725
37 H 0.499
38 H 0.611
39 H 0.487
40 H 0.497
41 C -1.137
42 P 1.272
43 C -1.168
44 C -1.198
45 O -0.737
46 H 0.414
47 H 0.320
48 H 0.354
49 H 0.416
50 H 0.262
51 H 0.369
52 H 0.406
53 H 0.364
54 H 0.275

=====

Question: The lowest maximum force belongs to which entry?
Answer: C2H6N2O2

=====

Copy entry 5 word for word.
Below is a 2-piece molecular cluster, C2H6N2O2 overall in a non-equilibrium geometry, with properties calculated with ωB97M-V/def2-TZVPD.

XYZ file:
```
12
C2H6N2O2 | the Open Molecules 2025 dataset | ωB97M-V/def2-TZVPD
H -0.76029 1.54066 -1.16660
N -0.05681 0.81160 -1.19574
C 0.95864 1.02152 -0.44848
N 1.92644 0.11380 -0.28554
H 1.02786 1.90929 0.18551
H 2.48861 0.17620 0.54259
H 2.07402 -0.62128 -0.95360
O -2.67850 -0.37418 1.22127
C -1.73711 -1.08019 1.02810
O -1.19026 -1.36243 -0.16966
H -1.20077 -1.63173 1.82406
H -0.85181 -0.50327 -0.58189
```

Computed properties:
Kohn-Sham gap: 10.77 eV
M: 90.08 g/mol
LUMO energy: 0.6 eV
HOMO: -10.127 eV
Energy above the lowest of the compared OMol25 structures with the same formula, charge and spin: 104.1 kJ/mol
Electronic energy: -9246.239 eV
SMILES: [H]/N=C/N.O=CO
Maximum force: 1.35 eV/A

In elementary charge units, the Mulliken charges are:
1 H 0.256
2 N -0.775
3 C 0.109
4 N -0.349
5 H 0.327
6 H 0.205
7 H 0.242
8 O -0.474
9 C 0.177
10 O -0.470
11 H 0.325
12 H 0.426

=====

Question: The highest electronic energy belongs to which entry?
Answer: C5H12NO

=====

Question: Number 2 is which compound?
Answer: C3H5LaO4